# 1
This record from the Open Molecules 2025 dataset describes a structure of composition C7H21Cl2N2OScSi. The level of theory is ωB97M-V with the def2-TZVPD basis set.

Cartesian coordinates (Å):
Sc -0.1288 0.1657 0.9019
N -1.9724 -0.9513 1.4946
C -1.8325 -1.9801 2.5871
C -0.5940 -2.8544 2.4420
C 0.7311 -2.2181 2.8426
N 1.2989 -1.3105 1.7822
H -2.7615 -0.3506 1.7375
H -2.2773 -1.4280 0.6436
H -2.7246 -2.6045 2.5851
H -1.8134 -1.4451 3.5377
H -0.5315 -3.2762 1.4324
H -0.7413 -3.7136 3.0983
H 1.4628 -2.9958 3.0557
H 0.6150 -1.6267 3.7525
H 1.6413 -1.8915 1.0148
H 2.1427 -0.8795 2.1631
C -0.0363 -0.8053 -3.6427
Si 0.1798 0.6087 -2.4803
C 1.8869 1.3324 -2.4848
C -1.1398 1.9074 -2.6415
O -0.0266 -0.0055 -0.8692
H 0.1146 -0.4670 -4.6705
H -1.0385 -1.2330 -3.5840
H 0.6888 -1.5983 -3.4520
H 2.0929 1.8133 -3.4440
H 2.6513 0.5660 -2.3405
H 2.0217 2.0953 -1.7128
H -1.0236 2.4556 -3.5791
H -1.1004 2.6486 -1.8375
H -2.1419 1.4741 -2.6447
Cl 2.5512 3.7424 0.7082
C 0.8386 3.8569 0.7446
Cl 0.0917 2.5271 1.8626
H 0.3901 3.6776 -0.2251
H 0.4853 4.7640 1.2223

Properties
**Net charge**: +2
**E_HOMO**: -16.48 eV
**Energy relative to the best compared isomer or geometry (same formula, charge and spin)**: 10.1 kcal per mole



# 2
This record from the Open Molecules 2025 dataset describes a structure of composition C7H21ClCoO5P2 at a distorted geometry. The level of theory is ωB97M-V with the def2-TZVPD basis set.

Cartesian coordinates (Å):
Co 0.1117 -0.0001 -0.3415
H -0.8345 -0.6280 0.9034
H -0.8501 0.5496 0.9147
P -0.1018 -2.2772 -0.5626
P -0.1033 2.2843 -0.5510
C 1.4072 3.2971 -0.1708
H 1.2835 4.3602 -0.4353
H 1.6289 3.2151 0.9019
H 2.2547 2.8819 -0.7292
C -0.4026 2.7370 -2.3231
H -1.3454 2.2729 -2.6402
H -0.4549 3.8256 -2.4761
H 0.4079 2.3172 -2.9309
C -1.4264 3.2735 0.2998
H -1.2679 3.2129 1.3845
H -1.4298 4.3298 -0.0116
H -2.3965 2.8189 0.0631
C -0.2251 -2.7267 -2.3610
H -0.3000 -3.8131 -2.5209
H -1.1116 -2.2297 -2.7759
H 0.6600 -2.3378 -2.8793
C 1.3343 -3.3340 -0.0322
H 1.4419 -3.2594 1.0586
H 1.2112 -4.3933 -0.3125
H 2.2477 -2.9412 -0.4950
C -1.5316 -3.2357 0.1382
H -2.4582 -2.7539 -0.1975
H -1.5291 -4.2910 -0.1757
H -1.4853 -3.1792 1.2334
C 1.6623 0.0013 0.6827
O 2.7650 -0.0004 1.2596
H 0.6969 0.0157 -1.5916
O 0.2626 -1.3299 3.9788
Cl -0.0037 -0.0011 3.7548
O -1.2943 0.4381 3.9896
O 1.0121 0.8883 3.9715
O 0.1642 0.0126 1.9794

Properties
**Expectation value of S²**: 3.783
**E_HOMO (spin up / spin down)**: -5.62 / -8.59 eV
**Spin multiplicity**: 4



# 3
This record from the Open Molecules 2025 dataset describes an isolated molecule of C7H21N3O3Si at a distorted geometry. The level of theory is ωB97M-V with the def2-TZVPD basis set.

Cartesian coordinates (Å):
C -2.7236 1.3046 0.6948
Si -1.1081 0.4630 0.2692
O 0.0457 0.6025 1.4592
C -0.1241 -0.1625 2.6075
C 1.1868 -0.9008 2.9241
N 1.1706 -1.7439 4.0694
O -0.7022 1.3704 -1.1162
C 0.3324 2.3071 -0.8501
C 1.7694 1.8510 -1.3512
N 1.5959 1.2299 -2.6791
O -1.1392 -1.1480 -0.1776
C -0.0035 -1.7325 -0.8158
C -0.5312 -2.1137 -2.2327
N -0.4912 -0.8437 -3.0805
H -3.1947 1.1822 -0.3139
H -2.6456 2.3990 0.8428
H -3.2268 0.8084 1.5432
H -0.9509 -0.9114 2.5073
H -0.3759 0.5718 3.4595
H 2.0476 -0.2551 3.1399
H 1.3895 -1.4373 1.9763
H 0.5584 -2.5300 3.9293
H 0.7217 -1.3204 4.8830
H 0.0261 3.2642 -1.3899
H 0.3779 2.5573 0.2487
H 2.2699 1.2070 -0.6464
H 2.4341 2.7084 -1.5355
H 0.9148 0.4784 -2.7346
H 2.4982 0.9326 -3.0677
H 0.8799 -1.1067 -0.9387
H 0.2782 -2.5678 -0.1270
H -1.5427 -2.5427 -2.2448
H 0.2113 -2.8781 -2.6559
H -1.0847 -0.1848 -2.5375
H -0.8642 -0.8584 -4.0590

Properties
**E_HOMO**: -8.40 eV
**SMILES**: C[Si](OCCN)(OCCN)OCCN



# 4
This record from the Open Molecules 2025 dataset describes a structure of composition C7H22AgFO7 at a distorted geometry. The level of theory is ωB97M-V with the def2-TZVPD basis set.

Cartesian coordinates (Å):
Ag -1.1405 -1.5676 2.2333
F -0.9937 -0.1639 0.2583
C -0.4078 -2.8402 -1.5758
O 0.9076 -3.3162 -1.5568
H -1.1161 -3.4752 -2.1080
H -0.7575 -2.7362 -0.5486
H -0.3955 -1.7947 -1.8837
H 1.3417 -2.6906 -0.9721
C -3.5651 2.3049 -2.5745
C -2.2261 1.9236 -1.9105
O -1.9759 0.5583 -2.1175
O -3.5542 2.0314 -3.9231
H -3.7442 3.3400 -2.2837
H -4.3081 1.6556 -2.1113
H -2.0345 2.1312 -0.8577
H -1.4965 2.4897 -2.4897
H -1.5490 0.2429 -1.3176
H -2.8108 1.4248 -3.9554
C 2.3049 -2.6511 1.3399
C 2.6305 -1.2331 0.8495
O 1.7936 -0.8198 -0.1932
O 0.9494 -2.8541 1.6027
H 2.9871 -2.8214 2.1728
H 2.5937 -3.4362 0.6411
H 3.6230 -1.1869 0.4013
H 2.6305 -0.4055 1.5588
H 0.8916 -0.7386 0.1252
H 0.8632 -3.7106 2.0276
C 1.4748 2.5629 1.6094
C 0.6857 1.9880 2.7830
O 0.4829 0.5960 2.5456
O 0.6453 2.6637 0.3758
H 2.3752 1.9488 1.6276
H 1.6728 3.6019 1.8725
H -0.3344 2.3659 2.8515
H 1.2178 2.1772 3.7154
H 0.0002 0.6282 1.7164
H 0.3387 1.8065 0.0712

Properties
**E_HOMO**: -9.13 eV
**Energy relative to the best compared isomer or geometry (same formula, charge and spin)**: 31.4 kcal per mole



# 5
This record from the Open Molecules 2025 dataset describes a structure of composition C7H22CoN4O7 at a distorted geometry. The level of theory is ωB97M-V with the def2-TZVPD basis set.

Cartesian coordinates (Å):
O -1.7903 -1.6906 -2.2832
H -2.4685 -1.7749 -2.9951
Co -0.4996 0.3139 -0.1982
N 0.4255 1.9684 -0.2399
N -0.4249 0.7318 1.6208
O 1.0535 2.3911 -1.2646
O -0.6018 -0.1818 2.6911
C 0.3684 2.7439 0.8870
C -0.0659 1.9779 1.9989
C 0.7883 4.1527 0.8620
C -0.0887 2.4185 3.3943
H 0.9182 4.4808 -0.1656
H 1.7207 4.2899 1.4030
H 0.0819 4.8059 1.3668
H -0.0859 1.5944 4.0882
H -0.9777 2.9932 3.6262
H 0.7707 3.0398 3.6100
H 0.0810 1.4045 -2.2333
H -1.5189 -0.4854 2.5787
O 2.5749 -1.0624 1.3595
H 2.8246 -0.5075 0.5972
H 2.9640 -0.6334 2.1364
C -2.5139 -0.1209 -0.3825
H -2.8510 -0.9656 -0.9787
H -2.8526 0.7721 -0.9258
H -2.9335 -0.1801 0.6235
O -0.7553 0.8619 -2.0818
H -1.4722 -0.7593 -2.3409
H -1.5263 1.2891 -2.5185
C 1.2290 -3.9840 -2.5713
O 1.5179 -2.5517 -2.5347
C 1.0827 -1.8909 -1.4763
O 1.2913 -0.6650 -1.3178
N 0.4694 -2.6331 -0.5012
N -0.0415 -1.8059 0.5516
H 1.5863 -4.4893 -1.6657
H 1.7741 -4.3311 -3.4480
H 0.1536 -4.1556 -2.6980
H -0.1522 -3.3774 -0.7909
H -0.7992 -2.3144 1.0061
H 0.7437 -1.6696 1.2106

Properties
**Expectation value of S²**: 3.819
**E_HOMO (spin up / spin down)**: -6.04 / -6.71 eV
**Spin multiplicity**: 4



# 6
This record from the Open Molecules 2025 dataset describes a cluster of 2 separate species, C7H22N2OSi in total at a distorted geometry. The level of theory is ωB97M-V with the def2-TZVPD basis set.

Cartesian coordinates (Å):
C -1.7893 -1.6838 3.6709
C -1.6537 0.7057 2.9095
C 0.8166 1.5396 -4.3914
C 3.0686 -0.4377 -2.1990
C -1.5655 -0.8287 2.4298
C 0.0927 0.6313 -3.3436
C -0.1289 -1.1579 1.9364
N -1.1871 1.2318 -2.8161
N 1.0117 -0.4684 2.7268
O 0.6284 0.2707 -0.5732
Si 1.3014 0.1592 -1.8819
H -2.6988 -1.4685 4.1952
H -2.1573 -2.6579 3.4109
H -0.8729 -1.7255 4.2791
H -1.1351 0.7374 3.8392
H -1.1547 1.3780 2.2349
H -2.6721 0.9862 3.1870
H 0.1298 1.8374 -5.1490
H 1.6531 0.9652 -4.9006
H 1.2617 2.3691 -3.9129
H 3.4846 -0.6543 -1.1915
H 3.3596 -1.2587 -2.8848
H 3.5680 0.5140 -2.5039
H -2.2715 -1.1745 1.7696
H -0.0745 -0.2856 -3.8975
H -0.0055 -2.1785 1.9256
H -1.3278 1.4406 -1.8009
H -1.3130 2.1277 -3.3611
H -2.0430 0.7310 -3.0928
H 0.7818 0.5570 2.6986
H 0.9771 -0.8396 3.6681
H 1.8972 -0.6428 2.1875
H 0.0183 -0.7193 0.8309

Properties
**Net charge**: +2
**E_HOMO**: -17.06 eV



Please write out number 4 again, unchanged.
This record from the Open Molecules 2025 dataset describes a structure of composition C7H22AgFO7 at a distorted geometry. The level of theory is ωB97M-V with the def2-TZVPD basis set.

Cartesian coordinates (Å):
Ag -1.1405 -1.5676 2.2333
F -0.9937 -0.1639 0.2583
C -0.4078 -2.8402 -1.5758
O 0.9076 -3.3162 -1.5568
H -1.1161 -3.4752 -2.1080
H -0.7575 -2.7362 -0.5486
H -0.3955 -1.7947 -1.8837
H 1.3417 -2.6906 -0.9721
C -3.5651 2.3049 -2.5745
C -2.2261 1.9236 -1.9105
O -1.9759 0.5583 -2.1175
O -3.5542 2.0314 -3.9231
H -3.7442 3.3400 -2.2837
H -4.3081 1.6556 -2.1113
H -2.0345 2.1312 -0.8577
H -1.4965 2.4897 -2.4897
H -1.5490 0.2429 -1.3176
H -2.8108 1.4248 -3.9554
C 2.3049 -2.6511 1.3399
C 2.6305 -1.2331 0.8495
O 1.7936 -0.8198 -0.1932
O 0.9494 -2.8541 1.6027
H 2.9871 -2.8214 2.1728
H 2.5937 -3.4362 0.6411
H 3.6230 -1.1869 0.4013
H 2.6305 -0.4055 1.5588
H 0.8916 -0.7386 0.1252
H 0.8632 -3.7106 2.0276
C 1.4748 2.5629 1.6094
C 0.6857 1.9880 2.7830
O 0.4829 0.5960 2.5456
O 0.6453 2.6637 0.3758
H 2.3752 1.9488 1.6276
H 1.6728 3.6019 1.8725
H -0.3344 2.3659 2.8515
H 1.2178 2.1772 3.7154
H 0.0002 0.6282 1.7164
H 0.3387 1.8065 0.0712

Properties
**E_HOMO**: -9.13 eV
**Energy relative to the best compared isomer or geometry (same formula, charge and spin)**: 31.4 kcal per mole